The following is a DFT calculation (ωB97M-V with the def2-TZVPD basis set) of C21H25N3O3S in the gas phase in a non-equilibrium geometry.

## Properties
LUMO (eV): 0.582
SMILES: CCN(CC)C(=O)Cn1cc(SCC(=O)NCc2ccco2)c2ccccc21
Kohn-Sham gap (eV): 8.3

Last column: Mulliken charge in e.
Element x y z (Å)
C1 2.4242 -0.7227 -2.6960  -0.708
C2 1.3520 -1.7951 -2.8598  -0.909
N1 0.5648 -1.9416 -1.6445  0.453
C3 -0.7035 -1.2442 -1.5963  0.791
C4 -1.8451 -2.0598 -2.2014  -1.466
C5 1.0500 -2.7618 -0.6960  0.635
O1 2.0871 -3.3848 -0.8394  -0.684
C6 0.2438 -2.9264 0.6030  -0.713
N2 0.0674 -1.7107 1.3503  0.289
C7 -1.1193 -1.2954 1.8911  -0.410
C8 -0.9438 -0.1115 2.5487  0.503
S1 -2.1745 0.8322 3.3853  -0.221
C9 -3.5822 0.5574 2.2541  -0.879
C10 -3.1942 0.8430 0.8133  0.511
O2 -3.4203 0.0628 -0.0892  -0.644
N3 -2.6152 2.0446 0.6432  -0.068
C11 -2.1060 2.5050 -0.6275  -0.899
C12 -0.6185 2.6657 -0.6000  0.205
C13 0.3442 2.3870 -1.5234  -0.009
C14 1.5748 2.7901 -0.9471  -0.559
C15 1.2655 3.2839 0.2795  -0.700
O3 -0.0576 3.2162 0.4982  -0.362
C16 0.4355 0.2299 2.4401  0.455
C17 1.2069 1.2875 2.9159  -0.721
C18 2.5506 1.2966 2.6214  -0.459
C19 3.1363 0.2751 1.8674  -0.845
C20 2.3973 -0.7850 1.3905  -0.563
C21 1.0377 -0.8033 1.6811  -0.273
H1 2.9570 -0.5821 -3.6326  0.434
H2 3.1338 -1.0296 -1.9328  0.269
H3 1.9801 0.2224 -2.3935  -0.065
H4 1.8290 -2.7556 -3.0705  0.486
H5 0.6761 -1.5455 -3.6794  0.449
H6 -0.9565 -0.9781 -0.5730  -0.680
H7 -0.5892 -0.3097 -2.1496  0.010
H8 -1.9054 -3.0407 -1.7362  0.346
H9 -2.7800 -1.5352 -2.0263  0.378
H10 -1.7063 -2.1991 -3.2708  0.386
H11 -0.7418 -3.3390 0.3737  0.327
H12 0.7981 -3.6594 1.2035  0.275
H13 -2.0142 -1.8684 1.7421  0.327
H14 -4.3621 1.2455 2.5814  0.469
H15 -3.9425 -0.4659 2.3506  0.406
H16 -2.3525 2.5771 1.4610  0.312
H17 -2.3884 1.7677 -1.3825  0.344
H18 -2.5801 3.4654 -0.8731  0.200
H19 0.1928 1.9722 -2.4990  0.670
H20 2.5477 2.7198 -1.3876  0.447
H21 1.8709 3.6936 1.0617  0.625
H22 0.7485 2.0691 3.5032  0.393
H23 3.1740 2.1016 2.9826  0.484
H24 4.1954 0.3169 1.6617  0.429
H25 2.8577 -1.5778 0.8230  0.527

The following is a DFT calculation (ωB97M-V with the def2-TZVPD basis set) of a molecular structure, C9H11AsNO8RhS in a non-equilibrium geometry.

## Properties
LUMO (spin up / spin down) (eV): -0.927 / -2.461
2S+1: 5
Kohn-Sham gap (spin up / spin down) (eV): 8.3 / 7.5
⟨S²⟩: 6.025

Last column: Mulliken charge in e.
Element x y z (Å)
Rh1 -0.9967 -0.6080 -1.0319  0.939
O1 1.9253 -2.0033 1.0984  -0.587
As1 1.1924 -0.5105 0.6008  1.658
O2 -0.4348 -0.4546 1.0484  -0.665
O3 1.0527 -0.3770 -1.1122  -0.626
C1 2.1958 0.9877 1.1728  0.491
C2 3.4942 1.0259 0.6859  -0.497
C3 4.1402 2.2278 0.4542  -0.573
C4 3.4220 3.4273 0.6438  -0.347
C5 2.1639 3.3946 1.2339  -0.535
C6 1.5677 2.1701 1.4590  -0.231
S1 -1.3860 2.4348 -2.3475  0.668
O4 0.0538 2.4457 -2.5494  -0.456
O5 -1.9517 3.4964 -1.5276  -0.468
O6 -1.8505 1.0349 -1.8236  -0.582
H1 1.8813 -2.7089 0.4361  0.362
H2 4.0695 0.1193 0.4852  0.327
H3 5.1297 2.2579 0.0016  0.370
H4 3.9409 4.3642 0.3720  0.349
H5 1.6306 4.2769 1.4651  0.445
N1 -2.9473 -0.7206 -0.4504  -0.363
C7 -3.2127 -1.8095 0.4470  -0.506
C8 -2.7596 -3.1264 -0.1650  -0.683
C9 -1.2427 -3.3912 -0.1954  0.717
O7 -0.8395 -4.3998 0.3417  -0.620
O8 -0.5111 -2.5536 -0.8299  -0.671
H6 -3.0078 0.1773 0.0244  0.445
H7 -3.6226 -0.6380 -1.2177  0.304
H8 -4.2383 -1.7929 0.7921  0.442
H9 -2.6289 -1.5703 1.3167  0.336
H10 -3.0854 -3.1833 -1.2066  0.237
H11 -3.1444 -3.9930 0.3780  0.320

The following is a DFT calculation (ωB97M-V with the def2-TZVPD basis set) of 2 unconnected molecules or ions with the total composition C10H16O in a non-equilibrium geometry.

## Properties
LUMO (eV): 0.772
SMILES: Cc1ccc(O)cc1.CCC
Kohn-Sham gap (eV): 8.9

Last column: Mulliken charge in e.
Element x y z (Å)
C1 -2.9068 -2.1442 0.7026  -1.149
C2 -2.2823 -0.7681 0.4329  0.519
C3 -1.8588 -0.1532 1.7073  -0.326
C4 -1.0933 1.0038 1.7763  -0.793
C5 -0.5711 1.3309 0.4634  0.735
O1 0.4748 2.1628 0.4871  -0.605
C6 -0.7768 0.6626 -0.7399  -0.178
C7 -1.7891 -0.2687 -0.7679  -0.550
H1 -2.2660 -3.0119 0.8588  0.251
H2 -3.5285 -2.3538 -0.2460  0.306
H3 -3.5831 -2.0212 1.6152  0.349
H4 -2.4466 -0.7454 2.5213  0.119
H5 -1.0048 1.8365 2.4927  0.331
H6 0.7790 2.6474 -0.3569  0.391
H7 -0.2121 0.9407 -1.6779  0.238
H8 -2.0463 -0.7355 -1.7355  0.311
C8 2.9741 -1.3734 -0.1945  -1.252
C9 2.8083 -0.0089 -0.7811  0.855
C10 3.1774 0.0495 -2.2733  -1.310
H9 3.0436 -2.1127 -1.0443  0.305
H10 2.2590 -1.5768 0.4973  0.420
H11 3.9407 -1.5064 0.5183  0.223
H12 1.8141 0.3877 -0.6185  -0.562
H13 3.4813 0.7710 -0.3522  0.312
H14 2.4632 0.4170 -2.9102  0.423
H15 4.0625 0.6303 -2.5276  0.304
H16 3.3556 -0.8507 -2.8874  0.332

Energy above the lowest of the compared OMol25 structures with the same formula, charge and spin, record by record: 38.65; 45.58; 80.65 kcal per mole